Entry 1:
Density functional theory data (wB97M-V/def2-TZVPD) for a molecular structure, C4H10N4.

```
18
Properties=species:S:1:pos:R:3:forces:R:3:lowdin_charge:R:1
C 1.123 1.217 0.969 -0.1 -0.1 -0.1 -0.080
N 0.677 0.363 -0.133 -0.3 -0.2 0.0 -0.022
C -0.869 0.198 -0.302 0.3 -0.1 0.0 -0.639
C 0.312 -1.409 0.290 0.0 0.3 -0.1 -0.312
N -1.104 0.218 -1.739 0.1 0.0 0.2 0.089
N -1.647 1.197 0.341 0.1 -0.1 0.0 0.108
C 1.289 -2.309 0.235 0.0 0.0 0.0 -0.015
N -0.924 -1.074 0.401 0.0 0.2 -0.1 0.087
H 1.133 0.625 -1.007 -0.1 0.0 0.1 0.134
H -2.084 0.013 -1.903 0.0 0.0 0.0 0.081
H -0.578 -0.533 -2.179 0.0 0.0 0.1 0.078
H -2.129 1.821 -0.289 0.0 -0.1 0.0 0.080
H -2.245 0.802 1.051 0.0 0.0 0.0 0.084
H 2.207 1.137 1.057 0.0 0.0 0.0 0.085
H 0.836 2.258 0.812 0.0 -0.1 0.0 0.079
H 0.660 0.868 1.890 0.0 0.0 0.0 0.089
H 2.320 -2.041 0.405 0.0 0.0 0.0 0.034
H 1.024 -3.349 0.102 0.0 0.1 0.0 0.042
```
Forces are in eV/Å.

## Properties
LUMO level: 0.928 eV
Relative energy (zero: lowest compared OMol25 entry of this formula, charge and spin): 64.4 kcal/mol
Total charge: 0
Kohn-Sham gap: 8.34 eV

Entry 2:
Density functional theory data (wB97M-V/def2-TZVPD) for a gas-phase ion, C5H10N3 (charge +1) at a distorted geometry.

```
18
Properties=species:S:1:pos:R:3:forces:R:3:lowdin_charge:R:1
C -2.972 0.148 0.307 2.1 2.6 2.5 -0.099
C -1.847 -0.696 -0.170 0.5 -1.8 1.3 -0.301
N -0.588 -0.050 -0.291 2.9 -1.4 -1.4 0.046
C -0.148 1.109 -0.107 -2.7 -1.1 1.5 -0.135
C 1.269 1.518 -0.089 0.7 0.4 -0.1 0.039
N 2.305 0.786 -0.128 0.5 -1.6 0.2 0.136
N 3.158 -0.020 -0.369 -2.2 1.9 -2.8 0.111
C 3.819 -0.932 0.429 1.6 -1.5 3.5 -0.053
H -3.810 -0.352 -0.030 -2.3 -0.1 -0.5 0.045
H -2.755 1.201 -0.112 -1.3 -1.5 0.5 0.096
H -2.980 0.234 1.483 -0.1 -0.1 -2.3 0.126
H -2.110 -1.216 -1.112 0.5 0.5 0.2 0.133
H -1.662 -1.618 0.539 -0.2 1.7 -1.2 0.165
H -0.870 1.794 0.364 0.8 0.9 -0.4 0.121
H 1.392 2.590 0.054 0.5 -0.2 0.1 0.152
H 4.916 -0.673 0.456 -1.0 0.4 0.0 0.129
H 3.391 -0.829 1.497 0.9 -0.9 -1.5 0.130
H 3.989 -2.010 0.000 -1.3 2.1 0.4 0.159
```
Forces are in eV/Å.

## Properties
LUMO level: -5.602 eV
Relative energy (zero: lowest compared OMol25 entry of this formula, charge and spin): 136.6 kcal/mol
Total charge: +1
Structure (SMILES): CC/N=C/C=[N+]=NC
Kohn-Sham gap: 7.73 eV

Entry 3:
Density functional theory data (wB97M-V/def2-TZVPD) for a molecular structure, C24H22BrF3IIrO2S5 at a distorted geometry.

```
59
Properties=species:S:1:pos:R:3:forces:R:3:lowdin_spin:R:1
Ir -0.102 0.288 -0.022 1.4 -0.7 1.0 0.033
O -1.123 -1.655 -0.669 -0.1 0.0 -0.2 0.022
S -2.196 -2.724 -0.527 -0.1 -0.1 0.3 0.002
C -1.339 -4.211 0.094 0.1 0.2 -0.1 0.000
C -0.279 -3.892 1.140 0.1 0.0 -0.1 0.000
C 1.041 -3.452 0.503 -0.1 -0.1 0.1 0.000
C 2.101 -3.138 1.542 0.1 0.2 -0.2 0.000
S 1.863 -1.437 2.231 0.0 -0.4 0.2 0.000
O 0.502 -0.959 1.714 -0.8 0.5 -0.5 0.001
C 1.506 -1.880 3.924 0.0 0.1 0.0 0.000
C 0.283 -1.550 4.479 -0.1 0.0 0.0 0.000
C 0.030 -1.898 5.800 0.1 0.0 0.0 0.000
C 0.996 -2.562 6.542 0.0 0.0 0.0 0.000
C 2.232 -2.858 5.979 0.0 0.0 0.0 0.000
C 2.498 -2.512 4.665 0.0 0.0 -0.1 0.000
C -3.134 -2.386 0.960 -0.1 0.0 -0.1 0.001
C -2.693 -1.503 1.931 0.1 0.0 0.0 0.002
C -3.467 -1.299 3.063 0.0 -0.1 0.0 0.000
C -4.679 -1.962 3.206 0.0 0.0 0.0 0.000
C -5.125 -2.824 2.213 0.0 0.0 0.1 0.000
C -4.351 -3.042 1.084 0.0 0.0 -0.1 0.000
H -0.899 -4.698 -0.778 -0.1 0.0 0.0 0.000
H -2.142 -4.835 0.486 0.0 0.0 -0.1 0.000
H -0.100 -4.786 1.744 0.0 0.0 0.0 0.000
H -0.653 -3.122 1.816 0.0 0.0 0.1 0.000
H 0.881 -2.577 -0.122 0.0 -0.1 -0.1 0.000
H 1.405 -4.247 -0.153 0.1 0.0 0.1 0.000
H 3.097 -3.104 1.101 0.0 0.0 0.0 0.000
H 2.095 -3.853 2.363 0.0 0.1 0.1 0.000
H -0.457 -1.031 3.885 0.0 0.0 0.0 0.000
H -0.920 -1.640 6.250 0.0 0.0 0.0 0.000
H 0.792 -2.841 7.567 0.0 0.0 0.0 0.000
H 2.995 -3.349 6.569 0.0 0.0 0.0 0.000
H 3.464 -2.731 4.222 0.0 0.0 0.0 0.000
H -1.760 -0.972 1.801 0.0 0.0 0.0 0.001
H -3.123 -0.621 3.835 0.0 0.0 0.0 0.000
H -5.281 -1.797 4.089 0.0 0.0 0.0 0.000
H -6.079 -3.324 2.318 0.0 0.0 0.0 0.000
H -4.699 -3.706 0.300 0.0 0.0 0.0 0.000
S -3.865 3.011 1.008 0.0 0.0 0.1 0.559
C -2.614 1.972 0.649 -0.2 0.0 -0.1 0.024
S -1.048 2.016 1.291 1.0 -0.6 -0.8 -0.005
S -3.187 0.858 -0.462 0.0 0.1 0.0 0.329
F 2.686 0.342 -0.512 0.1 -0.3 0.0 0.005
C 1.788 1.086 0.174 -1.9 0.7 -0.5 0.006
F 1.860 2.332 -0.323 0.3 0.1 0.0 0.000
F 2.224 1.168 1.439 0.1 0.1 0.1 0.001
Br -1.281 4.140 -2.535 0.1 0.1 0.0 0.000
C 0.507 3.737 -2.982 -0.2 -0.1 0.0 0.000
C 1.383 4.774 -3.266 0.1 0.0 0.0 0.000
C 2.707 4.494 -3.570 -0.1 0.0 0.0 0.000
C 3.165 3.186 -3.591 0.1 0.0 0.0 0.000
C 2.294 2.143 -3.322 0.0 -0.1 0.0 0.001
C 0.972 2.429 -3.022 -0.1 0.0 -0.1 0.002
I -0.338 0.825 -2.668 0.2 0.3 0.9 0.015
H 1.025 5.794 -3.256 0.0 0.0 0.0 0.000
H 3.381 5.312 -3.790 0.0 0.0 0.0 0.000
H 4.200 2.970 -3.818 0.0 0.0 0.0 0.000
H 2.644 1.120 -3.327 0.0 0.0 0.0 0.000
```
Forces are in eV/Å.

## Properties
LUMO level (spin up / spin down): -4.264 / -4.640 eV
Relative energy (zero: lowest compared OMol25 entry of this formula, charge and spin): 32.6 kcal/mol
Total charge: +1
Kohn-Sham gap (spin up / spin down): 6.55 / 6.32 eV
2S+1: 2
⟨S²⟩: 0.762

Entry 4:
Density functional theory data (wB97M-V/def2-TZVPD) for a molecular structure, C9H18Cl2LuO at a distorted geometry.

```
31
Properties=species:S:1:pos:R:3:forces:R:3:lowdin_charge:R:1
Lu 2.170 -0.016 0.057 2.3 -1.1 0.2 0.698
Cl 1.872 -2.255 -0.931 -0.6 -0.9 -0.6 -0.195
Cl 2.902 2.318 -0.017 0.0 1.2 -0.1 -0.226
C 3.971 -0.770 0.891 -0.2 0.4 0.5 -0.496
H 4.681 -0.142 1.461 0.0 -0.1 -0.2 -0.176
H 4.359 -1.797 0.841 -0.1 0.0 0.0 -0.175
C -1.351 1.500 -0.618 -2.2 0.6 0.8 -0.122
C -0.189 1.186 -1.103 2.4 0.4 -1.2 -0.213
H -1.465 2.122 0.278 0.3 0.2 -0.5 0.106
C 0.035 0.225 -2.242 -0.6 -0.8 -0.1 -0.248
H 0.697 1.810 -0.849 -0.6 -0.6 0.5 -0.005
C -1.204 0.083 -3.136 0.3 0.2 0.0 -0.204
H 0.925 0.510 -2.816 -0.2 0.0 0.0 0.116
H 0.231 -0.807 -1.859 0.1 0.8 0.0 0.004
C -2.493 -0.019 -2.322 0.0 0.1 0.3 -0.202
H -1.236 0.942 -3.804 -0.2 0.2 -0.1 0.107
H -1.098 -0.806 -3.763 0.0 0.1 0.0 0.107
C -2.644 1.115 -1.285 -0.3 -0.6 -0.3 -0.198
H -3.350 0.010 -3.002 0.0 -0.1 0.1 0.100
H -2.516 -0.987 -1.807 0.1 0.1 0.0 0.114
H -3.064 1.983 -1.817 0.2 0.1 0.2 0.110
H -3.406 0.846 -0.547 0.0 -0.1 0.0 0.099
C -0.237 -0.776 3.885 -0.3 -0.2 0.0 -0.088
C 0.712 -1.198 2.782 0.2 0.4 -0.3 -0.256
O 0.770 -0.177 1.738 -1.3 0.3 1.2 -0.285
H -0.078 0.260 4.209 0.1 -0.2 -0.1 0.079
H -0.092 -1.416 4.755 0.1 0.0 0.0 0.073
H -1.285 -0.896 3.582 0.2 0.2 0.0 0.075
H 1.740 -1.323 3.116 0.0 0.0 0.0 0.092
H 0.389 -2.110 2.283 0.0 0.0 0.1 0.112
H 0.251 0.590 2.040 0.3 -0.4 -0.3 0.098
```
Forces are in eV/Å.

## Properties
LUMO level: 2.680 eV
Relative energy (zero: lowest compared OMol25 entry of this formula, charge and spin): 13.4 kcal/mol
Total charge: -1
Kohn-Sham gap: 3.85 eV

Entry 5:
Density functional theory data (wB97M-V/def2-TZVPD) for 2 unconnected molecules or ions with the total composition C5H15N2O2 at a distorted geometry.

```
24
Properties=species:S:1:pos:R:3:forces:R:3:lowdin_charge:R:1
N 0.943 -1.788 2.266 -2.8 -0.1 -1.6 0.021
C 1.192 -1.167 0.926 -1.8 -2.1 0.0 -0.401
C 0.699 -2.174 -0.201 3.1 0.0 0.1 -0.092
C 0.320 0.100 0.733 0.7 0.7 0.7 -0.209
N 0.600 0.708 -0.641 -2.9 -2.4 -1.0 -0.116
C 0.339 2.078 -0.929 1.4 3.9 2.2 -0.258
C -1.215 2.594 -0.894 0.7 -1.8 2.1 -0.279
O -2.015 1.581 -0.405 -1.2 1.8 1.8 -0.176
H 0.478 -2.705 2.265 -0.2 0.8 -0.9 0.064
H 1.621 -1.995 2.897 3.2 0.4 1.7 -0.007
H 2.244 -0.941 0.752 0.0 -0.1 0.1 0.118
H 0.733 -1.405 -0.993 0.0 -1.6 -0.7 0.045
H 1.463 -3.089 -0.310 -1.4 2.1 -0.1 0.098
H -0.286 -2.625 -0.152 -0.2 0.4 0.5 0.050
H 0.546 0.772 1.603 0.2 0.1 -1.0 0.112
H -0.696 -0.228 1.019 0.0 0.4 -0.9 0.102
H -0.174 0.241 -1.352 1.9 0.4 2.4 0.139
H 0.792 2.326 -1.917 -0.4 -0.3 0.5 0.080
H 1.046 2.768 -0.148 -1.9 -1.5 -1.8 0.130
H -1.550 2.844 -1.873 0.0 0.8 -1.2 0.067
H -1.497 3.376 -0.138 1.2 0.3 -1.0 0.100
H -2.005 0.628 -0.707 0.4 -1.4 -1.3 -0.077
H -1.659 -1.241 -0.569 0.5 -1.5 1.5 -0.142
O -1.920 -0.657 -1.232 -0.6 0.8 -2.1 -0.371
```
Forces are in eV/Å.

## Properties
LUMO level: 3.782 eV
Relative energy (zero: lowest compared OMol25 entry of this formula, charge and spin): 56.3 kcal/mol
Total charge: -1
Kohn-Sham gap: 7.54 eV

Which value of relative energy (zero: lowest compared OMol25 entry of this formula, charge and spin) does entry 2 give?
136.6 kcal/mol